{"formula": "C6H10O3P", "method": "wB97M-V/def2-TZVPD", "total_charge": -1, "spin_multiplicity": 1, "energy_ha": -801.6257, "orbital_gap_ev": [7.73, 7.76], "de_lowest_kj_mol": 469.29, "mol_weight_g_mol": 161.1, "symbols": ["C", "C", "C", "C", "C", "C", "O", "O", "O", "P", "H", "H", "H", "H", "H", "H", "H", "H", "H", "H"], "coordinates": [[-0.20627, -0.79945, 1.01838], [1.12770, -0.92951, 1.25795], [-1.24710, -0.11980, 1.61318], [1.97361, -1.57026, 0.26697], [-0.25228, 1.69891, -1.33675], [-1.51542, 0.78021, -1.61983], [-0.86475, 0.38647, 2.86039], [-2.40383, 0.12272, 1.30587], [1.55481, -0.62075, 2.44134], [-1.08248, -1.03961, -1.60757], [1.42885, -1.96205, -0.63315], [2.49499, -2.32108, 0.68517], [2.78550, -0.94105, -0.09473], [-0.06457, 1.65324, -0.37006], [0.62655, 1.47608, -2.03089], [-0.51112, 2.71171, -1.54015], [-1.94712, 0.96981, -2.53088], [-2.13163, 1.11412, -0.85316], [0.02567, -0.03706, 2.97753], [0.20889, -0.57265, -1.80962]], "forces_ev_per_a": [[-1.1, -1.1, -4.7], [-0.8, 0.5, 2.6], [-1.7, 1.8, 2.7], [-0.4, 1.3, -3.3], [-1.0, -1.0, -5.8], [3.2, 0.0, 1.2], [0.4, -0.9, -0.6], [0.3, -0.4, -0.9], [0.3, -0.3, -1.3], [0.5, 0.9, 3.1], [0.4, 0.5, 1.0], [1.6, -3.0, 1.8], [-0.1, 0.6, -0.1], [1.5, -0.6, 4.4], [-0.9, 0.0, 1.2], [-0.4, 1.1, -0.3], [-1.0, 0.8, -2.4], [-1.8, -0.2, 1.3], [0.2, 0.6, 0.5], [0.8, -0.7, -0.5]]}